13
Properties=species:S:1:pos:R:3 method="wB97M-V/def2-TZVPD" gap_ev=9.716 spin_multiplicity=1 relative_energy_kj_mol=371.7 largest_force_ev_per_a=3.712 homo_energy_ha=-0.3344 total_energy_ev=-17594.0774
C -0.501 0.469 -0.978
C 0.219 1.809 -1.243
C -0.772 -0.371 0.045
N 0.960 -1.813 1.502
O -0.259 0.122 2.769
S -0.507 -0.964 1.877
H -1.000 0.380 -1.952
H 1.226 1.533 -1.697
H 0.292 2.547 -0.476
H -0.287 2.176 -2.128
H -1.606 -1.204 -0.310
H 1.085 -2.037 0.553
H 1.149 -2.646 2.040

116
Properties=species:S:1:pos:R:3 method="wB97M-V/def2-TZVPD" gap_ev=11.262 spin_multiplicity=1 smiles="O=C1OC[C@@H](F)O1.O=C1OC[C@@H](F)O1.O=C1OC[C@@H](F)O1.O=C1OC[C@@H](F)O1.O=C1OC[C@@H](F)O1.O=C1OC[C@@H](F)O1.O=C1OC[C@@H](F)O1.O=C1OC[C@@H](F)O1.O=C1OC[C@@H](F)O1.C[C@H]1COC(=O)O1.C[C@H]1COC(=O)O1" largest_force_ev_per_a=4.417 homo_energy_ha=-0.4066 total_energy_ev=-128954.2011
O 16.137 6.205 12.071
C 16.277 7.199 12.701
O 15.395 8.200 12.948
C 16.067 9.254 13.645
C 17.232 8.548 14.159
F 16.971 8.135 15.453
O 17.442 7.460 13.314
H 16.334 10.053 12.949
H 15.420 9.690 14.411
H 18.278 9.072 14.129
O 14.065 13.630 17.496
C 15.235 13.502 17.398
O 15.866 12.315 17.423
C 17.223 12.517 16.908
C 17.418 14.016 17.012
F 17.730 14.522 15.858
O 16.154 14.546 17.273
H 17.751 11.878 17.640
H 17.347 12.162 15.843
H 18.165 14.399 17.785
O 19.320 12.430 8.394
C 19.307 13.207 9.283
O 19.151 12.868 10.512
C 19.029 14.108 11.280
C 19.448 15.228 10.369
F 20.759 15.642 10.566
O 19.487 14.549 9.115
H 18.000 14.250 11.671
H 19.695 14.047 12.187
H 18.767 16.094 10.311
O 11.057 18.108 16.385
C 12.211 17.852 16.323
O 13.148 18.493 15.498
C 14.413 17.994 15.835
C 14.182 17.179 17.072
F 14.445 17.998 18.167
O 12.831 16.836 17.032
H 14.814 17.335 15.010
H 15.107 18.751 16.085
H 14.823 16.244 17.147
O 14.081 17.185 12.730
C 14.494 17.685 11.707
O 13.652 17.959 10.670
C 14.436 18.367 9.612
C 15.825 18.545 10.094
F 16.202 19.812 10.480
O 15.776 17.903 11.373
H 14.325 17.714 8.752
H 14.093 19.392 9.412
H 16.624 18.056 9.549
O 15.486 15.693 9.949
C 15.244 14.603 9.591
O 14.041 13.998 9.629
C 14.191 12.660 9.115
C 15.514 12.784 8.353
F 15.426 13.013 6.994
O 16.138 13.797 9.027
H 14.316 11.959 9.947
H 13.293 12.374 8.543
H 16.108 11.831 8.364
O 8.466 15.430 11.510
C 9.244 16.076 12.154
O 8.796 17.018 12.930
C 9.936 17.521 13.757
C 11.078 16.537 13.439
F 11.177 15.414 14.330
O 10.630 15.860 12.230
H 10.255 18.493 13.351
H 9.589 17.476 14.861
H 12.058 16.978 13.371
O 17.073 9.196 10.940
C 18.087 9.364 10.385
O 19.351 9.235 10.877
C 20.282 9.317 9.815
C 19.430 9.552 8.597
F 19.420 8.433 7.770
O 18.153 9.793 9.094
H 20.982 10.109 10.002
H 20.905 8.406 9.631
H 19.687 10.427 8.019
O 12.278 15.789 7.543
C 11.357 15.168 7.851
O 10.136 15.253 7.248
C 9.211 14.337 7.815
C 10.000 13.756 8.967
F 10.129 12.446 8.924
O 11.249 14.295 8.901
H 8.252 14.830 8.110
H 8.999 13.629 7.067
H 9.559 13.878 9.928
C 12.710 7.644 11.215
C 13.686 8.002 10.142
C 13.608 7.116 8.895
O 13.943 8.015 7.756
C 13.744 9.282 8.203
O 13.795 10.248 7.495
O 13.401 9.294 9.518
H 12.932 6.691 11.739
H 11.720 7.488 10.819
H 12.609 8.461 11.922
H 14.721 8.053 10.498
H 12.597 6.752 8.746
H 14.406 6.360 8.886
C 12.495 13.072 12.144
C 13.586 13.917 12.765
C 13.578 13.937 14.240
O 14.793 13.304 14.719
C 15.497 12.975 13.595
O 16.589 12.491 13.600
O 14.897 13.318 12.486
H 12.559 12.870 11.151
H 11.515 13.606 12.311
H 12.490 12.123 12.740
H 13.632 14.882 12.264
H 12.771 13.379 14.734
H 13.542 14.998 14.566

25
Properties=species:S:1:pos:R:3 method="wB97M-V/def2-TZVPD" gap_ev=9.455 spin_multiplicity=1 smiles="CC(=O)[C@@]1(F)C(=O)N(C)c2ccccc21" relative_energy_kj_mol=0.0 largest_force_ev_per_a=4.956 homo_energy_ha=-0.3261 total_energy_ev=-19870.7848
C -2.704 2.004 1.540
C -1.256 1.570 1.108
O -0.411 2.392 0.910
C -1.104 0.109 0.584
F -2.000 -0.777 1.077
C -1.230 0.290 -1.056
O -2.223 0.605 -1.587
N 0.046 0.102 -1.486
C 0.254 0.029 -2.940
C 0.916 -0.477 -0.506
C 2.122 -1.073 -0.735
C 2.827 -1.504 0.393
C 2.173 -1.589 1.640
C 0.843 -1.171 1.781
C 0.255 -0.476 0.692
H -2.618 2.805 2.296
H -3.253 0.980 1.951
H -3.129 2.291 0.587
H 0.022 -0.937 -3.428
H -0.274 0.745 -3.438
H 1.349 0.252 -2.991
H 2.500 -1.265 -1.741
H 3.920 -1.707 0.226
H 2.802 -1.884 2.487
H 0.170 -1.313 2.635

133
Properties=species:S:1:pos:R:3 method="wB97M-V/def2-TZVPD" gap_ev=7.527 spin_multiplicity=1 relative_energy_kj_mol=0.0 total_charge=-2 largest_force_ev_per_a=0.457 homo_energy_ha=-0.1299 total_energy_ev=-174330.3136
Bi 0.040 0.297 -0.719
C -0.589 3.816 3.326
C -0.475 2.756 2.225
O -1.734 2.738 1.584
P -0.078 1.116 2.945
O 0.948 1.396 4.120
O -1.351 0.596 3.723
O 0.430 0.188 1.905
P 1.028 3.107 1.196
O 0.863 4.636 0.709
O 2.151 2.987 2.167
O 1.021 2.286 -0.086
H -1.224 3.454 4.137
H -1.057 4.695 2.883
H 0.385 4.090 3.726
H -1.772 2.184 0.776
H 1.689 1.900 3.691
H -1.955 0.151 3.086
H 0.442 4.639 -0.169
Cl 6.037 0.538 3.750
C 4.853 0.172 2.506
C 4.806 0.946 1.350
C 3.874 0.666 0.378
C 2.954 -0.397 0.510
O 2.081 -0.622 -0.436
C 3.033 -1.173 1.691
C 2.145 -2.305 1.972
O 1.515 -2.963 1.171
C 3.968 -0.863 2.682
H 5.487 1.780 1.234
H 3.792 1.282 -0.509
H 2.104 -2.575 3.049
H 3.984 -1.444 3.597
C -0.217 -5.200 -1.352
C 0.102 -4.217 -2.484
C 1.617 -4.024 -2.603
C -0.464 -4.729 -3.804
N -0.514 -2.889 -2.292
N -0.181 -2.273 -1.046
H 0.299 -6.150 -1.519
H -1.291 -5.390 -1.294
H 0.123 -4.809 -0.389
H 2.071 -4.895 -3.082
H 2.090 -3.901 -1.625
H 1.832 -3.134 -3.199
H -0.034 -5.702 -4.052
H -0.235 -4.024 -4.607
H -1.550 -4.840 -3.737
H -1.524 -2.980 -2.300
H 0.811 -2.393 -0.851
H -0.684 -2.708 -0.276
C -7.331 5.348 -0.162
C -6.018 4.695 -0.507
C -4.832 5.412 -0.493
C -3.612 4.828 -0.820
C -2.375 5.681 -0.734
C -3.572 3.467 -1.159
C -4.762 2.720 -1.160
C -4.817 1.243 -1.458
C -5.962 3.353 -0.849
C -2.247 2.794 -1.492
O -1.435 3.360 -2.226
O -2.066 1.647 -0.932
H -7.184 6.381 0.154
H -7.834 4.815 0.649
H -8.009 5.351 -1.019
H -4.849 6.463 -0.219
H -2.648 6.734 -0.652
H -1.738 5.540 -1.605
H -1.803 5.410 0.157
H -4.743 0.671 -0.531
H -4.009 0.910 -2.098
H -5.770 0.994 -1.929
H -6.876 2.765 -0.863
F -4.303 -3.525 2.838
C -3.182 -3.009 2.340
F -2.454 -3.988 1.794
F -2.483 -2.499 3.363
S -3.535 -1.634 1.106
O -2.463 -0.701 1.353
O -4.878 -1.219 1.371
N -3.273 -2.236 -0.338
S -4.229 -3.303 -1.019
O -5.104 -4.004 -0.124
O -3.477 -4.036 -1.998
C -5.349 -2.279 -2.068
F -6.059 -3.094 -2.864
F -4.648 -1.446 -2.842
F -6.203 -1.568 -1.335
C 1.414 4.196 -2.628
C 1.430 4.214 -4.145
C 2.597 5.042 -4.668
C 0.112 4.742 -4.698
O 1.670 2.887 -4.623
Si 0.899 1.466 -4.782
S 0.835 0.129 -3.157
O -0.544 1.764 -5.479
C -1.625 0.911 -5.885
C -1.131 -0.476 -6.289
C -2.617 0.810 -4.738
C -2.261 1.610 -7.081
O 1.781 0.643 -5.904
C 3.149 0.247 -6.002
C 3.969 0.610 -4.764
C 3.722 0.959 -7.226
C 3.147 -1.265 -6.200
H 1.268 5.206 -2.231
H 2.357 3.804 -2.240
H 0.609 3.558 -2.267
H 2.512 6.078 -4.329
H 2.609 5.027 -5.760
H 3.541 4.631 -4.302
H -0.054 5.764 -4.345
H -0.720 4.123 -4.367
H 0.136 4.745 -5.791
H -0.679 -0.990 -5.439
H -0.387 -0.401 -7.085
H -1.976 -1.073 -6.643
H -2.148 0.323 -3.881
H -3.492 0.227 -5.037
H -2.934 1.808 -4.429
H -1.533 1.703 -7.890
H -2.590 2.610 -6.792
H -3.124 1.045 -7.442
H 3.978 1.692 -4.615
H 4.998 0.264 -4.894
H 3.553 0.147 -3.870
H 3.627 2.038 -7.092
H 3.166 0.670 -8.121
H 4.777 0.709 -7.367
H 2.714 -1.748 -5.321
H 4.162 -1.644 -6.348
H 2.540 -1.524 -7.071